1.
Entry from the OMol25 dataset: the ion C4H7N2 with charge +1 in a non-equilibrium geometry (the ωB97M-V functional and the def2-TZVPD basis).

Geometry as XYZ:
```
13
Properties=species:S:1:pos:R:3:forces:R:3
H 3.050 1.444 0.159 0.3634 -0.4329 -0.4468
N 2.637 0.525 0.328 0.6188 0.8651 1.3364
C 1.690 0.239 -0.382 -2.6429 -0.3677 -3.1688
N 0.901 -0.968 -0.080 -0.5431 -0.2640 2.0854
C -0.355 -0.892 0.337 0.8422 -0.6208 -1.6534
C -1.011 0.335 0.230 -0.4121 2.2788 -1.3108
C -2.332 0.298 -0.094 -0.4613 0.5522 2.8886
H 1.237 0.568 -1.383 1.1255 0.6887 1.4003
H 1.562 -1.700 0.109 -0.4376 -1.1835 0.2053
H -1.134 -1.633 0.558 1.5606 -1.1293 0.1237
H -0.310 1.207 0.167 -1.5076 -0.3571 0.1817
H -2.942 -0.604 0.109 0.7149 0.1666 -0.6703
H -2.993 1.183 -0.058 0.7792 -0.1961 -0.9712
```
Forces are in eV/Å.

- Charge: +1
- HOMO-LUMO gap: 9.36 eV
- SMILES: [H]/N=C/[NH+]=C\C=C
- ΔE to the lowest compared entry with this formula, charge and spin: 84.1 kcal per mole
- Multiplicity: 1
- HOMO energy: -15.4 eV

2.
Entry from the OMol25 dataset: the ion C4H7N2 with charge +1 in a non-equilibrium geometry (the ωB97M-V functional and the def2-TZVPD basis).

Geometry as XYZ:
```
13
Properties=species:S:1:pos:R:3:forces:R:3
C 1.460 -0.423 -0.075 -0.8061 0.5273 -0.5293
C 2.437 0.432 -0.069 -1.2607 -0.1968 -0.6785
C -1.356 1.604 -0.126 2.2795 -1.2852 0.3797
C -0.777 -1.360 0.153 2.4246 1.3367 2.2074
N 0.131 -0.206 0.010 0.1851 -0.9788 0.1386
N -0.223 1.075 0.069 0.9073 2.1871 1.0470
H 1.840 -1.352 -0.447 -0.1910 -1.2279 0.1245
H 3.098 1.092 0.334 1.7537 1.6335 0.9435
H -2.176 1.207 -0.538 -2.9590 -2.7566 -1.5722
H -1.607 2.579 0.068 0.7849 2.6671 0.8391
H -1.559 -1.109 -0.413 -3.1233 -0.1010 -2.7271
H -0.113 -2.126 -0.143 -0.4479 -1.5759 -0.2940
H -1.153 -1.413 1.176 0.4531 -0.2295 0.1213
```
Forces are in eV/Å.

- Charge: +1
- HOMO-LUMO gap (spin up / spin down): 7.89 / 6.47 eV
- ΔE to the lowest compared entry with this formula, charge and spin: 180.7 kcal per mole
- Multiplicity: 1
- HOMO energy (spin up / spin down): -14.0 / -13.8 eV

3.
Entry from the OMol25 dataset: the ion C4H7N2 with charge +1 in a non-equilibrium geometry (the ωB97M-V functional and the def2-TZVPD basis).

Geometry as XYZ:
```
13
Properties=species:S:1:pos:R:3:forces:R:3
H 1.977 -1.633 -2.823 0.4487 -0.1096 0.4787
N 2.236 -1.155 -1.946 0.4736 -0.5891 -1.6884
C 1.307 -0.765 -1.295 -3.7307 1.4009 2.1536
C -0.551 -0.805 -1.161 3.5866 1.6791 1.2921
N -0.340 0.039 -0.130 -1.8864 -3.9486 -2.3108
C -1.316 0.373 0.890 -1.1260 2.7373 -0.7927
C 1.127 0.145 -0.048 1.5140 0.3347 1.6873
H -1.457 -1.330 -1.591 0.7700 0.9839 0.9836
H -2.345 0.006 0.797 0.3181 0.1358 -1.3874
H -1.276 1.476 0.899 -0.6360 -0.3290 0.1868
H -1.202 0.095 1.889 1.8322 -0.9239 1.5633
H 1.412 -0.315 0.985 -0.0918 0.5414 -1.9630
H 1.647 1.201 -0.083 -1.4723 -1.9130 -0.2030
```
Forces are in eV/Å.

- Charge: +1
- HOMO-LUMO gap: 9.64 eV
- SMILES: [H]/N=C1\C=[N+](C)C1
- ΔE to the lowest compared entry with this formula, charge and spin: 108.0 kcal per mole
- Multiplicity: 1
- HOMO energy: -15.0 eV

4.
Entry from the OMol25 dataset: the ion C4H7N2 with charge +1 in a non-equilibrium geometry (the ωB97M-V functional and the def2-TZVPD basis).

Geometry as XYZ:
```
13
Properties=species:S:1:pos:R:3:forces:R:3
H -1.633 1.863 -1.171 -0.6630 -0.6635 -0.2974
N -0.773 1.981 -0.661 1.7519 -0.3874 0.7416
N -0.234 0.910 -0.282 -1.7698 5.1118 -0.8391
C 0.931 0.933 0.420 1.1485 -1.3272 1.2839
C 1.209 -0.324 0.764 2.5842 -1.8810 0.7997
C 0.169 -1.328 0.280 1.4801 -0.7280 -1.5599
C -0.721 -0.363 -0.438 -3.6178 -2.7263 -0.0502
H 1.415 1.821 0.734 0.2229 0.8104 -0.2403
H 2.200 -0.626 1.290 -2.1339 0.5822 -0.7621
H 0.534 -2.050 -0.563 -0.0783 0.8819 2.0869
H -0.319 -1.876 1.120 0.4361 0.3460 -0.7546
H -1.046 -0.497 -1.446 0.8909 -0.5567 -1.2389
H -1.731 -0.444 -0.048 -0.2519 0.5380 0.8303
```
Forces are in eV/Å.

- Charge: +1
- HOMO-LUMO gap: 9.25 eV
- SMILES: [H]/N=[N+]1/C=CCC1
- ΔE to the lowest compared entry with this formula, charge and spin: 87.0 kcal per mole
- Multiplicity: 1
- HOMO energy: -15.4 eV

5.
Entry from the OMol25 dataset: a structure of composition C4H7N2 in a non-equilibrium geometry (the ωB97M-V functional and the def2-TZVPD basis).

Geometry as XYZ:
```
13
Properties=species:S:1:pos:R:3:forces:R:3
C -1.334 1.186 -0.731 2.5162 0.1422 -1.6061
C -0.563 0.261 0.241 -2.4606 3.1607 5.4130
C 0.077 -0.870 -0.473 1.5172 -0.5177 0.3198
N 1.319 -1.432 -0.474 1.0753 1.6688 2.0305
C 2.340 -0.873 0.276 -4.2564 -0.2159 -1.6404
N -1.272 0.495 1.438 4.3634 -1.1230 -2.1559
H -0.855 1.574 -1.680 -0.5826 -1.5903 0.7052
H -1.714 0.176 -0.572 -3.8034 0.3720 -2.9349
H -1.843 2.048 -0.304 0.0251 -0.7796 0.7658
H -0.658 -1.341 -1.182 1.0083 0.3768 0.3381
H 2.170 0.104 0.759 0.3963 -0.2233 -0.3133
H 3.265 -1.401 0.382 0.3618 -0.4113 -0.0513
H -0.932 0.073 2.318 -0.1605 -0.8593 -0.8707
```
Forces are in eV/Å.

- Charge: +1
- HOMO-LUMO gap: 5.68 eV
- ΔE to the lowest compared entry with this formula, charge and spin: 197.9 kcal per mole
- Multiplicity: 1
- HOMO energy: -13.9 eV

6.
Entry from the OMol25 dataset: the ion C4H7N2 with charge +1 in a non-equilibrium geometry (the ωB97M-V functional and the def2-TZVPD basis).

Geometry as XYZ:
```
13
Properties=species:S:1:pos:R:3:forces:R:3
C 1.363 0.988 -0.666 -4.1671 -0.8423 0.0939
C -0.053 0.276 -0.401 2.1925 -0.2474 0.8304
N -1.080 0.520 -1.186 3.6016 2.5572 -0.0513
N -0.161 -0.337 0.738 -0.2664 -1.1206 1.3564
C -1.096 -1.105 1.519 3.2874 -0.8013 -0.2247
C 0.121 -1.573 1.654 -2.9303 2.6029 -1.6604
H 1.782 1.018 0.321 0.5262 0.7337 0.0812
H 1.921 0.395 -1.336 0.7671 -0.4992 -0.8349
H 0.967 1.904 -1.142 1.2319 0.0939 0.5036
H -0.798 1.030 -1.983 -0.1834 0.7820 -0.9779
H -1.865 0.029 -1.304 -3.6353 -2.5205 0.1187
H -2.059 -1.003 1.897 -1.5905 -0.0418 0.2262
H 0.957 -2.143 1.890 1.1662 -0.6966 0.5388
```
Forces are in eV/Å.

- Charge: +1
- HOMO-LUMO gap: 9.94 eV
- SMILES: CC(=[NH2+])N1C=C1
- ΔE to the lowest compared entry with this formula, charge and spin: 112.6 kcal per mole
- Multiplicity: 1
- HOMO energy: -13.7 eV

7.
Entry from the OMol25 dataset: a cluster of 2 separate species, C4H7N2 in total in a non-equilibrium geometry (the ωB97M-V functional and the def2-TZVPD basis).

Geometry as XYZ:
```
13
Properties=species:S:1:pos:R:3:forces:R:3
C -0.151 -0.089 -0.671 0.7657 0.3845 1.1224
C -0.845 -0.798 -2.557 0.1832 1.6426 -0.3214
C -0.204 0.420 -1.977 -0.4452 0.6955 -0.9920
C 0.710 0.149 2.691 -2.4285 -0.8563 0.9193
N 0.017 -1.126 -1.484 1.9315 -0.7681 2.2336
N 0.703 1.036 1.684 -1.2532 0.9659 -2.4011
H -1.825 -0.888 -2.236 -1.9454 -0.4042 -0.3022
H -0.503 -1.111 -3.498 -0.0578 -0.6042 -1.2859
H 0.452 1.110 -2.524 0.0138 -0.4319 0.5203
H 0.385 0.692 3.624 0.1641 0.2343 -0.2981
H -0.180 -0.587 2.681 1.4631 0.5259 -0.0016
H 1.695 -0.134 2.782 1.8447 -1.7446 0.9139
H -0.253 1.326 1.486 -0.2360 0.3608 -0.1072
```
Forces are in eV/Å.

- Charge: +1
- HOMO-LUMO gap (spin up / spin down): 8.28 / 6.28 eV
- ΔE to the lowest compared entry with this formula, charge and spin: 230.5 kcal per mole
- Multiplicity: 1
- HOMO energy (spin up / spin down): -15.0 / -14.1 eV

8.
Entry from the OMol25 dataset: a cluster of 2 separate species, C4H7N2 in total in a non-equilibrium geometry (the ωB97M-V functional and the def2-TZVPD basis).

Geometry as XYZ:
```
13
Properties=species:S:1:pos:R:3:forces:R:3
C -1.036 1.131 0.022 0.7541 -0.6722 0.2805
C 1.116 0.131 0.698 -0.2294 0.0967 -0.3653
C -0.899 -1.150 -0.063 -0.3794 0.1649 -0.3332
C 0.387 0.853 -0.367 2.0776 1.9028 -1.9816
N -1.690 0.056 0.195 -0.0098 -0.3145 0.2016
N 0.482 -0.667 -0.396 -0.9812 1.3249 -0.0158
H -1.330 2.136 0.384 -0.2074 -0.7236 -0.7564
H 2.197 -0.062 0.560 -0.6298 0.7080 1.2129
H 0.448 0.150 1.603 1.7638 -0.5199 -0.3189
H -0.793 -1.777 0.811 -0.1725 0.1880 0.6283
H -1.343 -1.824 -0.794 0.1313 0.4726 -0.5332
H 1.298 2.136 -1.651 -1.6305 -2.4842 2.2072
H 1.163 -1.113 -1.004 -0.4867 -0.1437 -0.2261
```
Forces are in eV/Å.

- Charge: +1
- HOMO-LUMO gap (spin up / spin down): 9.36 / 9.09 eV
- ΔE to the lowest compared entry with this formula, charge and spin: 163.9 kcal per mole
- Multiplicity: 1
- HOMO energy (spin up / spin down): -15.0 / -15.1 eV

9.
Entry from the OMol25 dataset: the ion C4H7N2 with charge +1 in a non-equilibrium geometry (the ωB97M-V functional and the def2-TZVPD basis).

Geometry as XYZ:
```
13
Properties=species:S:1:pos:R:3:forces:R:3
C 1.228 1.231 2.187 -1.0503 -1.5567 0.1597
C 0.350 0.492 1.781 1.2323 1.1797 0.5283
N -0.520 -0.295 1.202 -0.2834 -0.6128 -4.4602
N -0.405 -0.345 -0.118 2.8569 2.3348 5.5392
C -1.277 -1.077 -0.852 -2.3614 0.6775 -1.9602
C 0.626 0.405 -0.853 -0.3895 -0.9207 -0.6739
H 1.952 1.577 2.866 0.5611 0.8048 0.2635
H -1.703 -1.810 -0.269 -0.9613 -1.9133 1.0273
H -0.811 -1.381 -1.756 0.2884 -0.7012 -0.6582
H -2.062 -0.352 -1.125 -0.1882 -0.3538 -0.2579
H 1.507 -0.254 -0.920 -0.2329 0.0950 -0.1010
H 0.928 1.260 -0.272 -0.1886 0.5635 -0.3618
H 0.186 0.547 -1.872 0.7169 0.4030 0.9552
```
Forces are in eV/Å.

- Charge: +1
- HOMO-LUMO gap (spin up / spin down): 8.68 / 8.68 eV
- SMILES: C#CN=[N+](C)C
- ΔE to the lowest compared entry with this formula, charge and spin: 129.9 kcal per mole
- Multiplicity: 1
- HOMO energy (spin up / spin down): -15.5 / -15.5 eV